Arrangement one

The following is a quantum chemistry calculation of 2 unconnected molecules or ions with the total composition C11H18, from OMol25.

Atoms and positions in Å:
C -1.15895 -2.15593 -3.05920
C -1.57536 -1.23274 -1.90775
C -1.73982 -1.77228 -0.62507
C -1.90000 -0.94186 0.46234
C -1.90580 0.44119 0.26351
C -1.87618 0.96365 -1.00289
C -1.72160 0.12025 -2.12067
H -0.07383 -2.24742 -3.03224
H -1.38007 -1.64349 -3.99037
H -1.69235 -3.09852 -2.98780
H -1.58475 -2.84301 -0.51982
H -2.02401 -1.33170 1.46815
H -1.93364 1.00116 1.18650
H -1.84421 2.03459 -1.11547
H -1.72853 0.64994 -3.06724
C 0.91529 2.02737 1.62311
C 1.38837 0.56398 1.61132
C 1.71328 0.17248 0.17245
C 2.66879 0.46298 2.48592
H 1.55862 2.55235 0.91415
H 0.91894 2.52625 2.59561
H -0.10525 2.13377 1.26618
H 0.61523 -0.08793 2.02756
H 2.75038 0.42340 -0.08766
H 1.50068 -0.85764 -0.10519
H 1.15720 0.76587 -0.56720
H 3.47881 -0.03828 1.95452
H 3.07296 1.45454 2.71985
H 2.50578 -0.04299 3.43739

LUMO energy: 1.005 eV
Kohn-Sham gap: 10.1 eV
2S+1: 1
SMILES: Cc1ccccc1.CC(C)C

Electronic structure analysis, Mulliken charges in units of e: number 1, C, carries -1.35; number 2, C, carries 0.89; number 3, C, carries -0.40; number 4, C, carries -0.57; number 5, C, carries -0.53; number 6, C, carries -0.61; number 7, C, carries -0.45; number 8, H, carries 0.25; number 9, H, carries 0.35; number 10, H, carries 0.40; number 11, H, carries 0.35; number 12, H, carries 0.42; number 13, H, carries 0.59; number 14, H, carries 0.35; number 15, H, carries 0.31; number 16, C, carries -1.58; number 17, C, carries 1.23; number 18, C, carries -1.60; number 19, C, carries -1.37; number 20, H, carries 0.39; number 21, H, carries 0.41; number 22, H, carries 0.27; number 23, H, carries 0.16; number 24, H, carries 0.50; number 25, H, carries 0.31; number 26, H, carries 0.28; number 27, H, carries 0.36; number 28, H, carries 0.32; number 29, H, carries 0.33

Arrangement two

The following is a quantum chemistry calculation of 2 unconnected molecules or ions with the total composition C11H18, from OMol25.

Atoms and positions in Å:
C 2.26502 0.11378 1.13610
C 2.72360 -1.14513 0.69801
C 3.43554 -1.16769 -0.40540
C 4.13090 0.02021 -0.91670
C 3.89336 1.22699 -0.37856
C 2.91644 1.23852 0.69457
H 1.40139 0.19899 1.83218
H 2.07617 -1.86498 0.97661
H 3.90230 -2.09808 -0.90504
H 5.05022 -0.01264 -1.55133
H 4.59569 2.08131 -0.48290
H 2.52967 2.03541 1.44809
C -4.84003 0.55988 -0.17452
C -3.55836 -0.36217 0.19848
C -2.22128 0.15188 -0.46801
C -1.01643 -0.66692 0.10730
C 0.29266 -0.07121 -0.34326
H -4.77667 1.52948 0.44714
H -4.95764 0.92310 -1.31012
H -5.76244 0.04411 0.23746
H -3.69986 -1.42545 -0.12026
H -3.58955 -0.30201 1.36943
H -2.27097 0.16365 -1.60744
H -2.01641 1.19103 -0.19880
H -1.05181 -1.82087 -0.22171
H -1.30035 -0.81462 1.23975
H 0.20845 0.94907 -0.01071
H 1.23340 -0.54370 0.15070
H 0.40700 -0.13198 -1.44105

LUMO energy: 0.994 eV
Kohn-Sham gap: 9.5 eV
2S+1: 1
SMILES: c1ccccc1.CCCCC

Electronic structure analysis, Mulliken charges in units of e: number 1, C, carries -0.10; number 2, C, carries -0.92; number 3, C, carries -0.44; number 4, C, carries -0.28; number 5, C, carries -0.49; number 6, C, carries -0.08; number 7, H, carries 0.46; number 8, H, carries 0.55; number 9, H, carries 0.28; number 10, H, carries 0.30; number 11, H, carries 0.33; number 12, H, carries 0.22; number 13, C, carries -1.03; number 14, C, carries -0.43; number 15, C, carries -0.59; number 16, C, carries -0.23; number 17, C, carries -0.53; number 18, H, carries 0.27; number 19, H, carries 0.26; number 20, H, carries 0.33; number 21, H, carries 0.30; number 22, H, carries 0.25; number 23, H, carries 0.26; number 24, H, carries 0.31; number 25, H, carries 0.22; number 26, H, carries 0.22; number 27, H, carries 0.41; number 28, H, carries -0.18; number 29, H, carries 0.33

The structure with the most favorable energy is arrangement one; the runner-up is 0.1568 hartree above it.

Arrangement one

The following is a quantum chemistry calculation of 2 unconnected molecules or ions with the total composition C11H18, from OMol25.

Atoms and positions in Å:
C 2.04526 2.23032 0.08575
C 1.11792 1.66005 -1.03602
C -0.22642 1.90214 -1.24611
C -0.92055 1.00628 -2.18352
C -0.18107 0.21573 -2.96830
C 1.25543 0.11363 -2.84429
C 1.81606 0.69014 -1.78542
H 2.46609 1.56378 0.88372
H 1.30422 2.82925 0.62642
H 2.83304 2.83249 -0.35408
H -0.96856 2.60431 -0.75319
H -1.92029 1.06613 -2.27629
H -0.63210 -0.43717 -3.64796
H 1.69914 -0.49202 -3.53169
H 2.89945 0.61526 -1.78596
C -0.99032 -2.74208 1.05036
C -1.08490 -1.19450 1.28312
C -2.02573 -0.51049 2.31662
C 0.33428 -0.80077 1.67951
H -1.92151 -3.23516 0.84818
H -0.55205 -3.15465 1.94065
H -0.35733 -2.91070 0.12184
H -1.33764 -0.86080 0.23070
H -1.34302 -0.15359 3.17617
H -2.62117 0.39007 1.99885
H -2.56141 -1.26949 2.93466
H 0.57961 -1.41112 2.56794
H 0.96524 -0.87111 0.74406
H 0.32833 0.32407 1.92427

LUMO energy: 0.969 eV
Kohn-Sham gap: 10.1 eV
2S+1: 1
SMILES: Cc1ccccc1.CC(C)C

Electronic structure analysis, Mulliken charges in units of e: number 1, C, carries -1.48; number 2, C, carries 0.84; number 3, C, carries -0.28; number 4, C, carries -0.69; number 5, C, carries -0.37; number 6, C, carries -0.61; number 7, C, carries -0.58; number 8, H, carries 0.27; number 9, H, carries 0.38; number 10, H, carries 0.42; number 11, H, carries 0.26; number 12, H, carries 0.60; number 13, H, carries 0.40; number 14, H, carries 0.49; number 15, H, carries 0.35; number 16, C, carries -1.45; number 17, C, carries 1.03; number 18, C, carries -1.18; number 19, C, carries -1.31; number 20, H, carries 0.42; number 21, H, carries 0.39; number 22, H, carries 0.31; number 23, H, carries -0.09; number 24, H, carries 0.30; number 25, H, carries 0.25; number 26, H, carries 0.35; number 27, H, carries 0.49; number 28, H, carries 0.24; number 29, H, carries 0.26

Arrangement two

The following is a quantum chemistry calculation of 2 unconnected molecules or ions with the total composition C11H18, from OMol25.

Atoms and positions in Å:
C -0.25807 1.80996 3.32453
C 0.24872 0.71403 2.49965
C -0.38925 0.33076 1.31676
C -0.08718 -0.87860 0.78994
C 0.90004 -1.73046 1.30417
C 1.65254 -1.20206 2.32380
C 1.34106 0.00915 2.94231
H -1.06995 1.36547 3.98545
H -0.72538 2.63356 2.74275
H 0.47512 2.37490 3.94206
H -1.15255 1.01039 0.87251
H -0.66154 -1.12766 -0.10005
H 1.22395 -2.62621 0.79633
H 2.54024 -1.77190 2.54252
H 1.93066 0.38048 3.78251
C -1.37499 -0.21811 -4.32705
C -0.91235 -0.10249 -2.87756
C 0.51807 -0.69377 -2.78930
C -0.92927 1.34659 -2.30231
H -1.89142 0.70937 -4.80880
H -2.24859 -0.87895 -4.60062
H -0.75446 -0.59514 -5.13452
H -1.58068 -0.65895 -2.06627
H 1.15695 -0.07330 -3.47524
H 0.90982 -0.51889 -1.75643
H 0.57073 -1.73215 -3.23636
H -1.84471 1.87400 -2.67200
H -0.94223 1.34350 -1.22257
H -0.19182 1.98145 -2.82087

LUMO energy: 1.013 eV
Kohn-Sham gap: 10.0 eV
2S+1: 1
SMILES: Cc1ccccc1.CC(C)C

Electronic structure analysis, Mulliken charges in units of e: number 1, C, carries -1.31; number 2, C, carries 0.78; number 3, C, carries -0.54; number 4, C, carries -0.06; number 5, C, carries -0.94; number 6, C, carries -0.16; number 7, C, carries -0.66; number 8, H, carries 0.26; number 9, H, carries 0.33; number 10, H, carries 0.35; number 11, H, carries 0.32; number 12, H, carries 0.51; number 13, H, carries 0.36; number 14, H, carries 0.35; number 15, H, carries 0.33; number 16, C, carries -1.38; number 17, C, carries 1.00; number 18, C, carries -1.38; number 19, C, carries -0.98; number 20, H, carries 0.28; number 21, H, carries 0.34; number 22, H, carries 0.35; number 23, H, carries 0.12; number 24, H, carries 0.39; number 25, H, carries 0.38; number 26, H, carries 0.31; number 27, H, carries 0.39; number 28, H, carries -0.10; number 29, H, carries 0.32

The structure with the most favorable energy is arrangement two; the runner-up is 0.0281 hartree above it.

Arrangement one

The following is a quantum chemistry calculation of a molecular structure, C12H21N5O3, from OMol25.

Atoms and positions in Å:
C -1.72137 -0.19057 0.07922
C -0.50535 -1.10030 -0.21774
C -2.62585 0.06227 -1.12957
C -3.91855 0.39710 -0.49825
C -5.05967 -0.37055 -0.67883
C -5.42832 1.05005 0.96842
C 1.84757 -1.29534 0.09184
C 2.78836 -1.15869 1.15964
C 2.37278 -0.93090 -1.23582
C 2.37798 0.44549 -1.66327
C 2.73574 1.44473 -0.62028
C 4.39416 1.52253 -0.62750
H -2.09575 1.36788 1.23062
H -0.95424 1.52644 0.12972
H -2.45404 -0.71338 0.77844
H -2.40580 0.88041 -1.90875
H -2.60249 -1.04391 -1.56512
H -5.14639 -1.46463 -1.11846
H -6.06498 1.52092 1.68260
H -7.08518 -0.14768 0.15696
H 0.35377 0.18276 1.01151
H 1.67738 -2.42015 0.13380
H 3.30401 -1.58718 -1.71262
H 1.58668 -1.12067 -2.14000
H 1.27559 0.61069 -1.93865
H 3.01550 0.45630 -2.55904
H 2.63165 2.54153 -0.73567
H 2.33682 1.14871 0.33295
H 4.68572 1.98022 -1.71629
H 4.78964 0.48397 -0.37993
H 6.11582 3.04481 -0.15532
H 5.23658 1.97037 1.35253
H 3.52233 -2.65738 0.48021
N -1.40881 0.97848 0.90749
N -4.17180 1.26725 0.61903
N -6.07440 0.11356 0.23110
N 0.63479 -0.60563 0.36454
N 4.91790 2.58749 0.21833
O -0.47249 -2.16668 -0.87375
O 2.65699 -0.37679 2.11888
O 3.74657 -1.98192 1.06612

LUMO energy: 0.577 eV
Kohn-Sham gap: 9.5 eV
2S+1: 1

Electronic structure analysis, Mulliken charges in units of e: number 1, C, carries 0.34; number 2, C, carries -0.30; number 3, C, carries -0.21; number 4, C, carries 0.16; number 5, C, carries -0.39; number 6, C, carries -0.32; number 7, C, carries -0.36; number 8, C, carries 0.23; number 9, C, carries -0.29; number 10, C, carries -0.48; number 11, C, carries -0.75; number 12, C, carries -0.48; number 13, H, carries 0.24; number 14, H, carries 0.20; number 15, H, carries 0.35; number 16, H, carries 0.24; number 17, H, carries 0.26; number 18, H, carries 0.24; number 19, H, carries 0.42; number 20, H, carries 0.25; number 21, H, carries 0.62; number 22, H, carries 0.67; number 23, H, carries 0.10; number 24, H, carries 0.27; number 25, H, carries 0.22; number 26, H, carries 0.49; number 27, H, carries 0.44; number 28, H, carries 0.25; number 29, H, carries 0.35; number 30, H, carries 0.14; number 31, H, carries 0.28; number 32, H, carries 0.28; number 33, H, carries 0.41; number 34, N, carries -0.62; number 35, N, carries -0.55; number 36, N, carries -0.10; number 37, N, carries -0.13; number 38, N, carries -0.68; number 39, O, carries -0.74; number 40, O, carries -0.62; number 41, O, carries -0.47

Arrangement two

The following is a quantum chemistry calculation of a single C12H21N5O3 molecule, from OMol25.

Atoms and positions in Å:
N -7.13264 0.40672 -0.11068
C -5.75290 0.54277 0.51356
C -4.58429 -0.38424 -0.05263
C -3.37034 0.02719 0.64226
C -2.12437 -0.57339 -0.16893
C -0.74053 -0.17774 0.32326
N -0.42597 1.23899 0.14105
C 0.33575 -1.06226 -0.34411
O 0.02649 -2.17676 -0.87920
N 1.61397 -0.52987 -0.30918
C 2.83287 -1.23631 -0.64784
C 3.91828 -0.48949 -1.55398
C 4.29256 0.69366 -0.63764
C 4.14043 2.04698 -0.85530
N 4.63931 2.55773 0.29847
C 5.02937 1.57755 1.20631
N 4.88146 0.43189 0.57430
C 3.32197 -1.90809 0.70524
O 2.87342 -1.88533 1.81462
O 4.30042 -2.71023 0.31527
H -6.96228 0.24730 -1.14271
H -7.63845 -0.49301 0.52522
H -5.46269 1.57982 0.05294
H -5.93975 0.56573 1.67520
H -4.46777 -0.44703 -1.16332
H -4.92274 -1.37934 0.19819
H -3.36476 -0.25444 1.75363
H -3.20665 1.17978 0.66694
H -2.25254 -1.67351 -0.43349
H -2.33121 -0.12346 -1.16735
H -0.64761 -0.32622 1.38320
H -0.37617 1.52753 -0.90706
H -1.11316 1.80253 0.62492
H 1.84599 0.30896 0.27301
H 2.43061 -2.10766 -1.23179
H 3.47328 -0.12473 -2.49651
H 4.65957 -1.20098 -1.84344
H 3.66217 2.65411 -1.67281
H 4.46594 3.45685 0.68518
H 5.52109 1.67489 2.15594
H 4.55191 -3.25685 1.08922

LUMO energy: 0.644 eV
Kohn-Sham gap: 9.6 eV
2S+1: 1
SMILES: NCCCC[C@H](N)C(=O)N[C@@H](Cc1c[nH]cn1)C(=O)O

Electronic structure analysis, Mulliken charges in units of e: number 1, N, carries -0.60; number 2, C, carries -0.65; number 3, C, carries -0.44; number 4, C, carries -0.34; number 5, C, carries -0.85; number 6, C, carries 0.19; number 7, N, carries -0.68; number 8, C, carries 0.26; number 9, O, carries -0.71; number 10, N, carries 0.01; number 11, C, carries -0.43; number 12, C, carries -0.70; number 13, C, carries 0.39; number 14, C, carries -0.56; number 15, N, carries -0.11; number 16, C, carries -0.36; number 17, N, carries -0.43; number 18, C, carries 0.42; number 19, O, carries -0.58; number 20, O, carries -0.44; number 21, H, carries 0.27; number 22, H, carries 0.26; number 23, H, carries 0.26; number 24, H, carries 0.28; number 25, H, carries 0.38; number 26, H, carries 0.25; number 27, H, carries 0.29; number 28, H, carries 0.19; number 29, H, carries 0.33; number 30, H, carries 0.23; number 31, H, carries 0.35; number 32, H, carries 0.26; number 33, H, carries 0.28; number 34, H, carries 0.36; number 35, H, carries 0.55; number 36, H, carries 0.32; number 37, H, carries 0.41; number 38, H, carries 0.36; number 39, H, carries 0.22; number 40, H, carries 0.42; number 41, H, carries 0.36

The structure with the most favorable energy is arrangement two; the runner-up is 0.1874 hartree above it.